No. 1
Formula: C29H73F2N4O17S2
Source: the OMol25 dataset
Level of theory: ωB97M-V/def2-TZVPD

Structure (ORCA input):
```
! RIJCOSX wB97M-V def2-TZVPD def2/J DEFGRID3
* xyz -1 1
N 2.224 -0.493 0.604
S 2.767 -1.956 0.908
O 4.029 -2.357 0.357
O 1.792 -2.989 1.045
F 3.216 -1.678 2.426
S 1.373 -0.789 -0.801
O -0.003 -1.038 -0.597
O 2.024 -1.606 -1.766
F 1.461 0.667 -1.348
C -5.263 5.900 1.116
O -5.219 4.634 0.496
C -4.878 3.568 1.356
C -5.057 2.255 0.626
N -3.850 1.994 -0.153
C -3.930 0.727 -0.929
C -2.629 0.547 -1.657
O -2.569 1.347 -2.840
C -3.183 0.697 -3.934
H -6.237 6.353 0.898
H -4.499 6.557 0.700
H -5.197 5.774 2.199
H -5.472 3.566 2.287
H -3.839 3.682 1.690
H -5.988 2.268 0.040
H -5.183 1.500 1.408
H -3.888 2.696 -0.893
H -4.736 0.846 -1.670
H -4.138 -0.094 -0.243
H -2.240 -0.469 -1.771
H -1.856 1.021 -1.041
H -4.122 0.206 -3.657
H -2.478 -0.060 -4.292
H -3.436 1.414 -4.713
C -2.002 -4.694 -1.175
O -2.697 -3.481 -1.366
C -3.791 -3.302 -0.499
C -3.389 -3.249 0.974
N -2.184 -2.483 1.133
C -1.436 -2.779 2.350
C -2.199 -2.415 3.622
O -1.756 -1.270 4.326
C -0.502 -1.444 4.936
H -2.667 -5.555 -1.383
H -1.663 -4.786 -0.141
H -1.211 -4.773 -1.914
H -4.613 -4.007 -0.663
H -4.081 -2.289 -0.790
H -3.281 -4.260 1.419
H -4.181 -2.753 1.546
H -1.536 -2.432 0.361
H -0.494 -2.236 2.341
H -1.269 -3.874 2.370
H -2.255 -3.268 4.327
H -3.258 -2.210 3.440
H -0.102 -0.506 5.304
H 0.254 -1.745 4.190
H -0.497 -2.271 5.661
C -1.407 7.147 -1.300
C -0.878 5.718 -1.473
C -1.080 5.366 -2.958
C -0.280 4.132 -3.409
C 1.186 4.331 -3.084
C 1.510 4.712 -1.622
N 0.564 5.764 -1.210
O 0.803 6.085 0.157
C 1.620 3.503 -0.737
C 2.865 5.433 -1.736
C -1.642 4.708 -0.621
H -2.495 7.104 -1.255
H -1.011 7.760 -2.106
H -1.023 7.559 -0.365
H -2.101 4.975 -3.038
H -0.978 6.220 -3.625
H -0.389 3.956 -4.481
H -0.715 3.277 -2.884
H 1.604 5.079 -3.768
H 1.814 3.458 -3.308
H 2.467 2.888 -1.044
H 1.847 3.753 0.306
H 0.732 2.883 -0.638
H 2.813 6.328 -2.351
H 3.245 5.674 -0.742
H 3.550 4.759 -2.261
H -1.711 5.003 0.425
H -1.152 3.736 -0.712
H -2.639 4.460 -0.992
H 1.320 6.895 0.133
C 5.191 -1.651 -3.879
C 5.520 -1.791 -2.416
O 5.191 -3.108 -1.961
O 6.314 -1.926 -4.731
H 4.958 -0.607 -4.102
H 4.330 -2.276 -4.119
H 4.975 -1.096 -1.772
H 6.597 -1.641 -2.274
H 4.627 -3.050 -1.174
H 6.378 -2.879 -4.837
C 2.535 1.973 3.445
C 1.121 1.832 2.913
O 0.747 0.507 2.673
O 3.542 1.624 2.479
H 2.671 1.249 4.262
H 2.738 2.988 3.780
H 1.062 2.432 1.989
H 0.430 2.309 3.612
H 1.319 0.082 2.013
H 3.246 0.838 1.996
C 2.111 -4.828 3.967
C 2.344 -6.158 3.272
O 1.887 -7.294 4.010
O 2.415 -4.897 5.360
H 1.058 -4.529 3.874
H 2.739 -4.088 3.476
H 3.409 -6.247 3.057
H 1.795 -6.177 2.326
H 0.997 -7.506 3.723
H 2.327 -5.822 5.617
C 2.859 -5.628 -1.852
C 3.114 -7.046 -1.402
O 3.359 -7.002 0.013
O 1.775 -5.052 -1.110
H 2.559 -5.665 -2.901
H 3.727 -4.984 -1.724
H 4.016 -7.463 -1.863
H 2.277 -7.725 -1.585
H 3.059 -7.757 0.522
H 2.057 -5.212 -0.199
*
```

Summary:
* total energy: -99126.05872 eV
* M: 852.0 g/mol
* frontier orbital gap: 8.23 eV


No. 2
Formula: C47H110N4O16P
Source: the OMol25 dataset
Level of theory: ωB97M-V/def2-TZVPD

Structure (ORCA input):
```
! RIJCOSX wB97M-V def2-TZVPD def2/J DEFGRID3
* xyz 1 1
C 4.863 -3.174 3.951
C 3.806 -2.112 3.676
N 3.192 -2.348 2.375
C 2.019 -1.538 2.008
C 2.370 -0.038 2.057
C 2.543 0.723 3.382
O 1.588 1.789 3.510
C 1.869 2.903 2.802
O 2.775 2.939 2.018
C 0.890 3.999 3.064
C -0.151 4.097 1.927
C 0.758 -2.007 2.852
C 0.044 -0.981 3.734
C -0.213 -2.896 2.049
N -0.677 -2.456 0.679
C -0.903 -3.730 -0.137
C 0.324 -4.467 -0.669
N -0.136 -5.360 -1.726
P -2.368 -1.603 0.477
C -2.334 -0.098 1.489
C -3.431 -2.658 1.510
C -4.881 -2.157 1.367
C 0.352 -1.523 0.079
N 0.156 -1.471 -1.367
C 1.772 -1.905 0.516
C 2.741 -1.263 -0.498
O 4.103 -1.379 -0.212
C 4.658 -2.655 -0.465
C 6.132 -2.496 -0.768
O 6.349 -2.211 -2.133
C 6.877 -0.931 -2.444
C 5.783 0.082 -2.740
H 5.086 -3.225 5.016
H 4.506 -4.160 3.639
H 5.784 -2.958 3.410
H 3.077 -2.116 4.503
H 4.283 -1.131 3.660
H 2.911 -3.326 2.349
H 3.314 0.055 1.518
H 1.653 0.535 1.462
H 2.397 0.114 4.265
H 3.545 1.148 3.434
H 1.464 4.923 3.130
H 0.392 3.819 4.014
H -0.274 5.123 1.590
H 0.172 3.513 1.061
H -1.119 3.714 2.249
H 1.163 -2.742 3.556
H 0.575 -0.835 4.672
H -0.958 -1.325 3.992
H -0.045 -0.001 3.276
H 0.285 -3.855 1.904
H -1.083 -3.101 2.669
H -1.564 -3.495 -0.971
H -1.450 -4.397 0.531
H 1.030 -3.783 -1.123
H 0.832 -4.995 0.149
H 0.657 -5.641 -2.288
H -0.598 -6.190 -1.378
H -3.231 0.435 1.160
H -2.405 -0.254 2.559
H -1.490 0.549 1.252
H -3.379 -3.700 1.193
H -3.125 -2.623 2.559
H -5.474 -2.602 2.167
H -5.309 -2.501 0.426
H -4.983 -1.077 1.462
H 0.151 -0.545 0.528
H 0.390 -0.547 -1.710
H -0.818 -1.614 -1.607
H 1.909 -2.986 0.456
H 2.533 -1.700 -1.482
H 2.542 -0.188 -0.572
H 4.512 -3.328 0.390
H 4.182 -3.115 -1.342
H 6.533 -1.696 -0.137
H 6.654 -3.424 -0.513
H 7.511 -1.063 -3.323
H 7.521 -0.587 -1.627
H 6.201 0.954 -3.246
H 5.267 0.397 -1.833
H 5.060 -0.378 -3.418
C 2.969 -2.502 -4.634
O 2.417 -3.801 -4.524
C 1.062 -3.893 -4.934
C 0.905 -4.416 -6.345
O 1.450 -3.529 -7.302
C 2.740 -3.905 -7.764
H 4.048 -2.599 -4.528
H 2.742 -2.049 -5.600
H 2.593 -1.850 -3.834
H 0.569 -2.918 -4.843
H 0.574 -4.587 -4.243
H -0.163 -4.519 -6.559
H 1.365 -5.406 -6.430
H 2.665 -4.738 -8.471
H 3.393 -4.194 -6.937
H 3.167 -3.050 -8.281
C 1.849 0.780 -12.152
O 1.864 -0.369 -12.976
C 2.995 -1.199 -12.784
C 2.692 -2.386 -11.896
O 2.352 -1.998 -10.575
C 0.956 -1.988 -10.329
H 0.846 1.201 -12.203
H 2.082 0.535 -11.113
H 2.564 1.529 -12.511
H 3.826 -0.623 -12.363
H 3.303 -1.568 -13.766
H 3.585 -3.015 -11.835
H 1.887 -2.983 -12.336
H 0.578 -3.008 -10.202
H 0.412 -1.499 -11.140
H 0.788 -1.440 -9.403
C -0.903 -6.075 6.681
O -0.924 -6.602 5.363
C -0.437 -5.722 4.381
C 1.001 -6.004 3.994
O 1.903 -5.756 5.049
C 2.319 -6.924 5.744
H -1.063 -6.908 7.361
H 0.055 -5.604 6.910
H -1.708 -5.346 6.820
H -0.527 -4.678 4.713
H -1.065 -5.851 3.489
H 1.279 -5.331 3.171
H 1.093 -7.032 3.629
H 3.043 -7.491 5.150
H 1.472 -7.567 5.989
H 2.797 -6.596 6.664
C -3.877 5.489 2.217
O -2.745 6.266 1.885
C -3.019 7.298 0.946
C -3.211 8.642 1.609
O -4.355 8.663 2.446
C -4.058 8.521 3.822
H -3.631 4.921 3.115
H -4.750 6.112 2.422
H -4.124 4.787 1.410
H -3.903 7.044 0.351
H -2.161 7.361 0.269
H -3.362 9.395 0.829
H -2.313 8.920 2.166
H -3.637 9.447 4.230
H -3.355 7.703 4.001
H -4.993 8.307 4.336
C -8.525 -0.916 2.222
O -8.017 -1.779 3.223
C -7.641 -1.108 4.415
C -8.707 -1.188 5.486
O -9.891 -0.519 5.104
C -10.918 -1.378 4.638
H -9.024 -1.532 1.477
H -9.241 -0.199 2.627
H -7.709 -0.366 1.736
H -7.409 -0.058 4.203
H -6.731 -1.588 4.790
H -8.328 -0.701 6.390
H -8.914 -2.236 5.727
H -11.389 -1.909 5.471
H -10.538 -2.107 3.918
H -11.665 -0.754 4.152
C 2.584 10.718 0.268
O 1.704 11.685 -0.274
C 0.501 11.147 -0.789
C -0.652 11.294 0.179
O -0.452 10.551 1.371
C 0.006 11.334 2.459
H 3.339 11.253 0.841
H 2.060 10.022 0.928
H 3.081 10.152 -0.527
H 0.635 10.092 -1.051
H 0.261 11.695 -1.704
H -1.561 10.913 -0.299
H -0.811 12.351 0.411
H -0.809 11.933 2.880
H 0.820 11.998 2.162
H 0.369 10.648 3.223
*
```

Summary:
* total energy: -98517.98206 eV
* M: 1018.4 g/mol
* frontier orbital gap: 8.26 eV


Which value of M does entry 2 give?
1018.4 g/mol